Here is a structure of composition C54H56BF43N2O9S at a distorted geometry from the OMol25 dataset. Energies are from the ωB97M-V functional and the def2-TZVPD basis.

Each line ends with the Löwdin charge.
Atoms and positions in Å:
C  -3.63123  -4.69962  1.77410  0.0045
B  -3.01531  -4.58579  0.30628  -0.4395
O  -2.02593  -5.46710  -0.15782  0.1053
C  -3.56734  -3.36769  -0.59279  -0.0163
C  -3.06342  -2.09073  -0.50958  -0.0949
C  -1.93160  -1.74175  0.44750  -0.1065
C  -2.53663  -0.93781  1.66343  -0.0698
C  -1.39600  -0.48923  2.57328  -0.1766
F  -1.63349  0.61166  3.36145  0.0439
C  -0.18512  -1.10189  2.68039  -0.2783
F  -0.12775  -2.38003  3.09873  0.1202
F  0.98590  -0.54453  2.37630  0.1406
C  -3.70563  -1.06170  -1.37321  -0.0474
C  -3.22708  0.40553  -1.31464  -0.1086
O  -1.80836  0.40794  -1.49130  -0.0720
C  -1.19137  1.58391  -1.10950  -0.2027
C  -1.47218  2.32085  0.04331  0.0158
C  -0.79887  3.50562  0.40526  -0.2540
C  -1.25637  4.21291  1.68471  -0.0491
C  0.23300  3.94537  -0.43322  -0.0363
C  0.53893  3.20778  -1.60232  -0.0233
C  -0.14823  2.03939  -1.96706  -0.1058
C  0.22403  1.28381  -3.24863  -0.3378
C  1.42719  1.88492  -4.02218  -0.0934
C  0.49564  -0.24609  -3.04626  -0.0599
C  -4.74962  -1.34582  -2.22048  -0.1065
C  -5.44596  -0.28128  -3.08876  -0.1319
C  -6.29319  0.69881  -2.19411  -0.1624
C  -7.77775  0.85553  -2.70617  -0.1934
C  -8.78590  0.19406  -1.73045  -0.1611
C  -10.21230  0.80961  -1.82197  -0.1658
O  -10.43292  1.80418  -0.79589  -0.0257
C  -11.70493  1.80019  -0.30891  -0.5206
C  -11.83907  1.86425  1.23315  0.0156
O  -12.71126  1.77581  -0.97940  0.0987
C  -5.29404  -2.69513  -2.32047  -0.2999
N  -6.32700  -3.13290  -3.06856  -0.2029
S  -6.40902  -4.72364  -2.65503  0.9901
N  -5.20110  -4.93122  -1.57992  -0.2023
C  -4.66572  -3.69092  -1.47873  -0.3007
H  -4.51858  -4.04731  1.87252  0.0777
H  -3.80655  -5.72904  2.09365  0.0423
H  -2.85478  -4.26109  2.45015  0.0810
H  -1.18175  -5.10788  0.16187  0.1088
H  -1.10781  -1.18359  -0.03162  0.1200
H  -1.45300  -2.63097  0.90803  0.1075
H  -3.14211  -0.09049  1.31632  0.1042
H  -3.17132  -1.67676  2.19944  0.1243
H  -3.57137  0.80222  -0.34365  0.1122
H  -3.67872  1.02919  -2.10365  0.1216
H  -2.26872  1.95103  0.70819  0.1038
H  -2.31540  3.91699  1.83910  0.0746
H  -0.72513  3.85692  2.58773  0.0832
H  -1.26295  5.31211  1.59864  0.0790
H  0.76927  4.85755  -0.15322  0.0980
H  1.33629  3.63409  -2.22155  0.0873
H  -0.65222  1.37358  -3.92920  0.1384
H  1.67224  1.32699  -4.94190  0.0799
H  2.31882  1.78031  -3.36246  0.0833
H  1.33675  2.96992  -4.21720  0.0741
H  1.38498  -0.59137  -3.60504  0.0731
H  -0.35506  -0.80048  -3.49514  0.0775
H  0.51600  -0.55626  -1.98723  0.0726
H  -4.73322  0.23259  -3.76094  0.1125
H  -6.16806  -0.78645  -3.75976  0.0956
H  -5.81296  1.68975  -2.15840  0.0973
H  -6.37831  0.22127  -1.20048  0.1076
H  -7.89003  0.51751  -3.75211  0.1128
H  -7.98295  1.94692  -2.71818  0.1009
H  -8.44645  0.35230  -0.68579  0.1161
H  -8.88112  -0.89833  -1.88630  0.1165
H  -11.00985  0.04855  -1.76014  0.1266
H  -10.28666  1.30961  -2.80818  0.1286
H  -11.32503  0.97291  1.63232  0.0862
H  -11.33342  2.78719  1.57872  0.0870
H  -12.88933  1.93258  1.54228  0.0827
C  6.32502  4.14260  0.96404  -0.0353
C  6.70412  5.49626  1.60064  -0.4330
C  5.73598  6.06100  2.64299  -0.3025
F  4.51520  6.30304  2.13418  0.0986
F  6.20662  7.24345  3.11166  0.0935
F  6.93115  6.39667  0.61927  0.1335
F  7.90099  5.30746  2.22853  0.0922
O  5.69795  4.16765  -0.31851  0.0464
C  4.32153  4.33148  -0.40167  -0.5279
C  3.93600  5.63008  -1.11584  -0.2727
F  4.43693  6.70954  -0.48630  0.1033
F  2.58773  5.76919  -1.13678  0.0852
F  3.75926  4.22498  0.81484  0.1447
F  3.85757  3.29155  -1.12825  0.1428
H  7.27167  3.63317  0.78029  0.1374
H  5.78952  3.49667  1.66086  0.1477
H  5.63476  5.37907  3.49227  0.1745
H  4.30626  5.63493  -2.14295  0.1775
C  12.17682  3.93302  1.58450  -0.0353
C  10.82347  3.19931  1.68377  -0.4355
C  10.27113  2.96459  3.09039  -0.2956
F  11.08244  2.19715  3.84182  0.0907
F  9.07854  2.31645  3.01581  0.0831
F  10.90148  2.03656  0.99860  0.1336
F  9.91213  3.96856  1.02672  0.0995
O  13.34728  3.13624  1.40368  0.0437
C  13.98223  2.59501  2.51471  -0.5291
C  13.95501  1.06357  2.50940  -0.2805
F  12.69152  0.59331  2.49172  0.0961
F  14.54605  0.58365  3.62785  0.0998
F  13.47623  3.11649  3.64741  0.1425
F  15.26868  2.99923  2.45168  0.1492
H  12.12017  4.52365  0.66970  0.1502
H  12.30745  4.66439  2.38290  0.1468
H  10.10336  3.91184  3.60986  0.1753
H  14.47897  0.67009  1.63631  0.1768
C  9.35343  -0.26964  5.41483  -0.0402
C  8.89121  0.57700  6.61859  -0.4327
C  9.75752  0.51937  7.87887  -0.3033
F  9.83020  -0.71865  8.39800  0.0983
F  9.22391  1.31578  8.83830  0.0930
F  7.60835  0.26663  6.90863  0.1317
F  8.88218  1.87725  6.19934  0.0980
O  8.72341  -1.53769  5.22440  0.0445
C  9.20474  -2.64895  5.90367  -0.5297
C  8.17319  -3.22329  6.87919  -0.2831
F  7.80395  -2.31141  7.79888  0.0999
F  8.69905  -4.27685  7.54634  0.0988
F  10.37742  -2.36653  6.49836  0.1447
F  9.47009  -3.58361  4.96413  0.1450
H  9.06714  0.29841  4.52996  0.1300
H  10.43995  -0.34544  5.35723  0.1447
H  10.77127  0.87475  7.67247  0.1739
H  7.27918  -3.55344  6.34644  0.1754
C  -5.14854  -8.94970  -0.43353  -0.0312
C  -4.85363  -8.35867  0.96046  -0.4250
C  -3.63761  -8.91822  1.70141  -0.2962
F  -3.74874  -10.23423  1.95517  0.0982
F  -3.50767  -8.29705  2.90147  0.0917
F  -5.96592  -8.45203  1.72335  0.1347
F  -4.62832  -7.02748  0.77612  0.0723
O  -6.15038  -9.96429  -0.52447  0.0420
C  -5.80476  -11.28865  -0.29102  -0.5302
C  -6.52014  -11.86632  0.93362  -0.2834
F  -6.23174  -11.16661  2.04750  0.1005
F  -6.12292  -13.14252  1.14632  0.0985
F  -4.46843  -11.42181  -0.21949  0.1441
F  -6.19820  -11.98257  -1.38226  0.1443
H  -5.56023  -8.12468  -1.01605  0.1403
H  -4.23710  -9.23661  -0.95894  0.1474
H  -2.72006  -8.74497  1.13187  0.1762
H  -7.60255  -11.85261  0.79134  0.1753
C  -5.67195  3.37337  -8.43936  -0.0384
C  -4.29502  2.69213  -8.29032  -0.4382
C  -4.28115  1.27973  -7.69860  -0.3016
F  -4.76815  1.24076  -6.44390  0.0876
F  -3.00762  0.82128  -7.63769  0.0958
F  -3.47372  3.50806  -7.59374  0.1316
F  -3.76852  2.60215  -9.54489  0.1059
O  -6.06354  4.30106  -7.42692  0.0435
C  -6.67541  3.82993  -6.27350  -0.5291
C  -5.83471  4.09894  -5.02305  -0.2735
F  -4.62170  3.51893  -5.10833  0.0992
F  -6.44674  3.58395  -3.93103  0.0929
F  -6.99919  2.53056  -6.40804  0.1405
F  -7.84103  4.50193  -6.15774  0.1491
H  -5.59698  3.98632  -9.33797  0.1486
H  -6.46410  2.65538  -8.65476  0.1450
H  -4.85750  0.58935  -8.32107  0.1741
H  -5.68795  5.17026  -4.87301  0.1775

Results
Gap between HOMO and LUMO in eV: 7.9
Spin multiplicity: 1
Net charge: 0
Energy above the lowest of the compared OMol25 structures with the same formula, charge and spin in eV: 0.000
E_tot in a.u.: -7595.1595
HOMO level in Eh: -0.312
LUMO energy in eV: -0.6257